C41H104F10N12O27S10 | ωB97M-V/def2-TZVPD

```
204
Properties=species:S:1:pos:R:3:forces:R:3:mulliken_charge:R:1
C 2.22772 -0.33161 -5.66345 -0.347 0.549 0.488 -1.371
C 2.04520 0.49404 -4.35643 1.320 0.078 0.225 -0.108
N 3.37887 1.04258 -3.60477 0.494 0.558 -0.538 0.595
C 4.17591 2.01869 -4.52151 -2.519 -1.074 -0.802 -1.085
C 3.00208 1.91621 -2.36597 -1.017 -1.464 0.692 0.467
C 2.00136 3.01968 -2.65032 0.388 1.001 -0.780 -1.477
C 4.46688 -0.04229 -3.25703 -1.070 1.749 -1.131 -0.938
C 4.05742 -1.06212 -2.30536 -0.693 -1.036 2.239 -0.219
O 3.07844 -1.87444 -2.86495 -1.000 -1.680 -1.685 -0.244
C 2.60330 -3.06136 -2.19469 -0.092 0.450 0.398 -0.692
H 1.24756 -0.45173 -6.12492 -0.454 -0.008 0.452 0.148
H 2.56984 -1.35136 -5.48690 0.425 0.295 0.019 0.324
H 2.72314 0.18499 -6.48552 0.711 -0.020 0.353 0.375
H 1.53332 -0.11458 -3.61100 0.202 0.089 0.033 0.160
H 1.46104 1.39691 -4.53445 0.206 -0.014 -0.042 0.474
H 4.67160 1.38228 -5.25456 0.760 0.359 0.442 0.371
H 4.70184 2.79674 -3.96820 0.329 -0.624 -0.004 0.373
H 3.38892 2.47884 -5.11902 0.129 0.503 0.071 0.448
H 3.91845 2.13104 -1.81624 0.278 0.614 -0.629 0.345
H 2.48475 1.31235 -1.62044 0.014 -0.814 -0.276 -0.589
H 1.82999 3.72759 -1.83940 0.420 -0.363 0.437 0.661
H 0.99265 2.68534 -2.89285 0.180 -0.354 -0.060 0.100
H 2.34060 3.67540 -3.45222 -0.095 -0.017 -0.189 0.445
H 5.32676 0.57136 -2.98844 0.000 -0.333 0.517 0.669
H 4.72464 -0.57579 -4.17193 -0.214 0.304 -0.313 0.459
H 3.54754 -0.74044 -1.39727 0.890 0.848 0.569 -0.078
H 4.99008 -1.57441 -2.06911 0.027 -0.397 0.363 0.576
H 1.94770 -3.62714 -2.85664 0.482 0.164 -0.512 0.328
H 1.93331 -2.85206 -1.36077 0.141 0.611 0.364 0.117
H 3.38669 -3.71044 -1.80339 0.309 0.120 -0.292 0.329
C -2.66455 -7.76524 -0.30396 -0.424 -1.187 -1.118 -1.393
C -2.25955 -7.14006 0.96273 0.332 1.154 0.957 -0.394
N -3.15503 -7.54150 2.18705 1.903 0.114 -0.581 0.697
C -3.18547 -9.07397 2.22868 -1.883 0.430 0.994 -1.000
C -2.41812 -7.02803 3.53637 -0.733 0.693 -1.150 -0.518
C -3.09950 -7.35590 4.90355 0.817 -0.608 -1.284 -1.353
C -4.59999 -6.92478 2.04553 1.286 -1.366 0.822 -0.842
C -4.71069 -5.46629 2.44818 1.156 0.175 0.045 -0.855
O -3.73990 -4.62602 1.75545 -1.549 -1.179 0.376 -0.165
C -4.13853 -3.25812 1.87621 1.271 -0.499 0.252 -0.426
H -3.68590 -7.60277 -0.64828 0.081 0.302 0.025 0.304
H -2.51960 -8.84461 -0.25857 -0.131 -0.132 0.016 0.353
H -1.95799 -7.46358 -1.07718 -0.187 0.317 -0.064 0.443
H -2.18178 -6.05489 0.89591 -0.780 0.022 0.287 0.240
H -1.20339 -7.38839 1.06739 -0.106 -0.609 1.086 0.482
H -2.29702 -9.64185 1.95255 0.175 0.811 -0.109 0.308
H -4.05906 -9.43953 1.68895 0.279 0.163 -0.601 0.387
H -3.47420 -9.32432 3.24950 0.403 -0.038 0.096 0.379
H -2.35811 -5.95432 3.35850 -0.396 0.129 0.241 0.311
H -1.37046 -7.26694 3.35350 -0.134 -0.865 0.536 0.556
H -2.43143 -7.04340 5.70613 -0.146 0.669 -0.158 0.407
H -3.17083 -8.42254 5.11637 -0.216 -0.126 -0.362 0.376
H -4.09309 -6.91038 4.95236 0.224 0.072 0.278 0.286
H -5.07195 -7.61121 2.74850 -0.788 0.625 0.240 0.577
H -5.06121 -7.14734 1.08333 0.683 0.028 -0.225 0.425
H -4.54425 -5.37101 3.52117 0.181 0.081 0.149 0.267
H -5.75346 -5.17396 2.32460 -0.048 0.245 -0.557 0.629
H -5.03176 -3.10088 1.27164 0.067 0.428 0.391 0.286
H -3.26728 -2.67819 1.57177 -0.209 0.047 -0.660 -0.231
H -4.16585 -3.03368 2.94251 -0.922 0.211 0.161 0.431
C 1.20312 3.34399 1.12998 -0.344 -0.855 -0.900 -1.057
C 0.08551 2.21187 1.19279 2.042 2.605 0.929 -0.453
N 0.47356 1.05772 2.21227 -1.691 3.534 -1.572 1.469
C 1.57361 0.30366 1.59126 0.537 0.308 0.209 1.121
C 0.98867 1.66317 3.53925 -0.395 -1.011 -0.811 0.329
C 0.14169 2.75730 4.14579 -0.054 1.186 0.715 -1.996
C -0.76476 0.29512 2.41474 -0.483 -3.580 -0.697 0.721
C -1.61709 -0.00737 1.16621 -1.312 1.631 -1.398 -0.712
O -0.97018 -0.60373 0.04998 -0.018 -1.667 0.351 0.599
C -1.82049 -0.95099 -1.10416 1.369 0.728 0.610 -0.939
H 1.36662 3.86515 2.07326 -0.032 -0.258 0.005 0.077
H 0.83834 4.08577 0.41949 -0.385 0.096 0.057 0.407
H 2.16367 3.06136 0.69920 -0.007 -0.350 0.362 0.048
H -0.20972 1.92616 0.18319 0.372 -0.865 0.337 0.735
H -0.71796 2.85960 1.54349 -0.550 -1.061 0.539 -0.057
H 1.74252 -0.63420 2.12040 -0.210 0.027 -0.093 -0.919
H 2.40529 0.98621 1.76602 0.437 -0.452 -0.630 0.274
H 1.34642 0.15060 0.53624 0.087 -0.227 0.219 -0.105
H 2.01186 2.02157 3.42636 -0.151 -0.204 -0.469 -0.540
H 1.05644 0.70971 4.06311 -0.052 0.432 1.026 0.936
H 0.73269 3.66897 4.23342 0.786 -0.241 0.492 0.202
H -0.20943 2.53643 5.15378 -0.062 -0.188 -0.192 0.482
H -0.63924 3.28024 3.59373 -0.593 -1.195 -0.444 0.376
H -1.37957 0.43939 3.30316 0.063 1.485 -0.293 1.054
H -0.46000 -0.71421 2.69129 0.616 -0.253 -0.012 -1.008
H -2.07066 0.85478 0.67725 0.108 1.122 0.555 -0.644
H -2.56190 -0.45398 1.47603 0.350 -1.136 0.389 0.134
H -2.69828 -1.58567 -0.98262 -0.204 0.450 0.907 0.219
H -1.19259 -1.55477 -1.75937 0.365 0.285 0.020 0.142
H -2.02254 0.01934 -1.55776 -0.582 -0.185 -0.371 0.377
C -0.64959 -0.02861 -8.32006 -0.222 0.356 0.295 -1.241
C -0.70961 1.45860 -7.82015 -0.834 -0.465 -0.660 -0.104
N -2.19527 1.87692 -7.37530 1.425 -1.092 0.039 0.353
C -3.13644 1.81516 -8.55860 0.023 0.746 0.349 -0.930
C -2.67184 0.89440 -6.27698 -0.787 0.217 -0.094 -1.209
C -1.96229 0.86731 -4.88558 -0.632 0.761 -1.594 0.083
C -2.17250 3.31440 -6.77176 0.352 -1.368 -1.316 0.225
C -2.05409 4.40904 -7.80801 0.043 2.522 2.813 -1.354
O -1.11408 4.31515 -8.75985 2.260 -0.591 -3.145 -0.296
C -0.43744 5.51919 -9.21573 0.118 0.500 0.088 -0.946
H -1.35494 -0.29942 -9.10571 -0.960 0.401 0.525 0.283
H -0.73472 -0.70725 -7.47136 -0.113 -0.147 -0.231 0.294
H 0.18766 -0.36150 -8.93350 1.008 0.828 0.674 0.436
H -0.35296 2.14337 -8.58955 -0.601 0.108 -0.014 0.441
H -0.09104 1.69035 -6.95310 -0.084 -0.466 0.105 0.178
H -2.82560 2.54957 -9.30165 0.131 0.098 0.223 0.282
H -4.10342 2.11223 -8.15265 -0.112 -0.186 -0.273 0.408
H -3.19156 0.86627 -9.09214 0.149 -0.172 0.707 0.392
H -2.79069 -0.10750 -6.68948 0.648 0.104 -0.370 0.643
H -3.71651 1.18398 -6.16340 -0.020 0.221 0.414 0.534
H -0.87831 0.90283 -4.99438 0.020 -0.303 0.152 -0.279
H -2.31415 -0.04873 -4.41107 0.245 0.130 0.171 0.425
H -2.28537 1.75167 -4.33637 0.161 -0.227 0.236 -0.026
H -1.33397 3.30392 -6.07544 -0.123 0.027 -0.101 -0.028
H -3.09334 3.54013 -6.23398 0.012 -0.538 0.131 0.411
H -1.61931 5.15490 -7.14260 -0.665 0.789 0.666 0.692
H -3.00821 4.84884 -8.09839 -0.284 -0.459 -0.520 0.378
H 0.30583 5.94282 -8.54031 0.041 -0.690 0.791 0.363
H -1.05060 6.40120 -9.40063 -0.888 -0.450 -0.077 0.382
H 0.12301 5.34966 -10.13512 -0.407 -0.667 0.016 0.288
C 4.55522 -3.39599 6.52145 -1.347 1.387 0.031 -1.148
C 4.43867 -3.68046 5.06258 2.975 -2.335 -1.621 0.929
O 5.01719 -4.60578 4.51980 -1.695 1.604 0.760 -0.510
N 3.91465 -2.60282 4.12251 1.699 0.563 -0.045 1.372
H 2.94356 -2.72163 3.87157 -0.926 -1.067 -0.439 0.081
H 3.78947 -1.75650 4.65933 0.506 0.914 0.718 0.310
C 4.77126 -2.24679 2.85188 -1.681 -1.076 0.817 -0.842
H 4.90568 -4.18018 7.19251 0.069 -0.130 -0.732 0.389
H 3.61790 -2.98741 6.89908 -0.342 -0.237 0.141 0.275
H 5.16534 -2.49517 6.58767 0.541 -0.036 0.069 0.333
H 4.52692 -3.01859 2.12200 0.643 -0.287 0.241 0.429
H 5.81731 -2.17375 3.14945 -0.285 0.181 -0.337 0.456
H 4.29580 -1.35572 2.44196 0.589 0.304 0.403 0.164
C 2.60456 6.86964 4.15292 -0.265 0.197 0.126 -1.130
C 3.85799 6.13684 3.64073 -1.862 2.319 0.349 0.610
O 3.97077 5.81830 2.52003 1.096 -0.987 -0.084 -0.345
N 5.01115 6.10916 4.66629 -0.721 -0.692 -1.900 -0.134
H 5.79214 6.66137 4.34192 0.218 0.392 -0.683 0.390
H 4.68712 6.58030 5.49884 -0.165 -0.187 0.530 0.387
C 5.56691 4.72126 4.98522 0.367 1.725 1.275 -0.702
H 1.78120 6.21477 4.43809 0.372 -0.431 0.346 0.201
H 2.12457 7.46684 3.37764 0.568 -0.221 -0.580 0.351
H 2.75790 7.60634 4.94150 0.350 -0.372 0.339 0.446
H 6.36060 5.15717 5.59198 0.318 -1.470 0.785 0.369
H 6.05018 4.19579 4.16155 -0.762 0.130 -0.348 0.205
H 4.75584 4.25462 5.54425 0.645 -0.605 -0.188 0.382
C -5.87964 0.52719 3.84611 0.128 0.906 -0.053 -1.230
C -4.90793 1.24404 2.90720 2.751 -0.706 1.179 0.719
O -3.67046 1.27523 3.09496 -5.227 0.454 -1.588 -0.398
N -5.58059 1.91741 1.65633 3.040 1.565 3.123 0.224
H -5.86845 1.18097 1.02792 -0.319 -1.344 -0.836 0.423
H -6.41662 2.43450 1.88820 -0.361 0.028 0.568 0.453
C -4.63973 2.87897 0.92917 -1.873 -1.437 -0.548 -0.643
H -6.83931 1.03721 3.92995 0.014 0.295 -0.210 0.429
H -5.43521 0.53360 4.84137 0.125 -0.208 -0.153 0.409
H -6.16044 -0.48581 3.55788 0.452 -0.126 -0.386 0.175
H -5.15585 2.74859 -0.02200 0.680 1.248 -0.627 0.446
H -3.65242 2.42935 0.82355 -0.065 0.481 0.433 -0.102
H -4.79495 3.84856 1.40234 0.707 -0.071 -0.401 0.283
N 3.72707 -0.28186 5.73527 0.811 1.027 -1.028 -0.416
S 3.17463 0.30839 7.03584 -3.350 1.205 9.374 0.833
O 2.17576 1.35598 6.84590 1.362 -0.994 -0.217 -0.622
O 4.10977 0.46829 8.19463 -1.798 -0.217 -3.734 -0.660
F 2.25361 -0.85418 7.62841 0.488 -0.443 -1.137 -0.269
S 4.55152 1.05611 5.31949 4.087 -0.652 -3.371 0.690
O 5.78517 1.25250 6.00261 -0.604 0.030 0.337 -0.624
O 3.82662 2.21061 4.92899 -0.812 0.314 -0.268 -0.478
F 5.04206 0.41316 3.94320 -0.421 0.241 -0.006 -0.130
N -6.07921 -0.10356 0.24332 -3.330 -3.710 1.183 -0.309
S -5.81987 -0.66784 -1.17054 1.745 0.499 -7.481 0.773
O -6.84967 -0.44115 -2.20376 2.249 -0.347 2.580 -0.657
O -5.04216 -1.88172 -1.21168 -0.970 0.164 0.483 -0.537
F -4.69976 0.39802 -1.54843 0.103 0.577 0.149 -0.056
S -7.34015 -1.29318 0.55110 -4.880 0.424 2.960 0.913
O -7.29656 -1.96040 1.81476 1.985 0.711 0.407 -0.578
O -7.98844 -2.08929 -0.44142 1.793 0.468 -0.784 -0.510
F -8.53184 -0.22735 0.83196 1.187 0.294 -0.100 -0.320
N 1.27168 -2.96105 3.76507 -0.731 -0.366 -3.330 -0.465
S 0.13836 -3.21617 4.77379 -1.833 -2.320 5.656 0.893
O 0.06182 -4.64004 5.09915 -0.762 2.149 -0.505 -0.591
O -1.03888 -2.39907 4.58757 0.926 -0.735 -0.049 -0.577
F 0.82704 -2.67239 6.14038 -0.272 0.304 -1.605 -0.260
S 0.65566 -3.68287 2.38903 1.208 -0.660 -2.846 0.377
O 0.45959 -2.77309 1.29519 0.183 0.409 1.119 -0.403
O -0.28992 -4.76349 2.44392 0.462 0.902 0.883 -0.259
F 2.00246 -4.40927 1.96775 0.178 0.079 0.353 -0.348
N -2.27676 4.10908 -3.79367 3.291 2.635 -0.107 0.094
S -1.06889 5.30649 -3.50180 2.026 1.956 -0.960 0.919
O -0.39945 5.40939 -2.19721 -1.716 -0.704 -2.190 -0.480
O -1.23816 6.54109 -4.23277 -0.628 -1.690 0.761 -0.635
F -0.01300 4.52686 -4.38102 0.707 -0.404 -0.500 -0.207
S -2.78731 4.08562 -2.35733 -4.686 0.368 6.002 0.686
O -3.53224 5.30310 -1.92319 2.136 -2.483 -0.973 -0.674
O -2.03032 3.39425 -1.30569 -0.462 0.650 -1.502 -0.368
F -3.94113 3.05125 -2.61944 -0.556 -0.585 -0.309 -0.344
N 6.08262 1.64651 -0.31364 -7.973 6.581 -0.020 -0.010
S 5.60328 2.66780 0.99837 0.459 3.179 -0.428 0.921
O 6.66502 3.04895 1.96352 -2.788 -1.102 -2.538 -0.598
O 4.23822 2.51867 1.44641 1.217 -1.066 -0.107 -0.391
F 5.36069 4.01571 0.06540 0.793 -1.378 0.670 -0.382
S 7.10621 0.85992 0.29271 10.864 -7.984 4.778 0.768
O 6.84984 0.14983 1.59601 -0.179 1.979 -3.145 -0.464
O 8.45548 1.41021 0.11030 -2.342 -0.937 0.515 -0.661
F 7.10920 -0.39487 -0.76257 -0.440 0.611 0.220 -0.314
```
Forces are in eV/Å.

Computed properties:
Highest occupied orbital energy in eV: -12.46
Largest force on an atom in eV/A: 14.30
Charge: +2
E_tot in eV: -252862.5848
Orbital gap in hartree: 0.3080